Version A
Here is C6H7N3O in the gas phase from OMol25. Energies are from ωB97M-V with the def2-TZVPD basis set.

Element x y z (Å)
C -3.6785 -0.1118 -0.0401
C -2.7888 0.8723 -0.2564
C -1.7517 -0.9783 0.3404
C -0.3312 0.9801 -0.1794
C 0.9411 0.3713 -0.0093
C 3.4011 -0.8970 0.2354
N -2.9927 -1.2777 0.2651
N -1.5405 0.3341 -0.1813
N 1.1170 -0.7970 -0.4394
O 2.2770 -1.4827 -0.3598
H -4.7004 0.0759 -0.0035
H -2.8573 1.8035 -0.6523
H -0.2695 1.9967 -0.2711
H 1.7947 1.0951 0.4076
H 4.2859 -1.4617 0.4163
H 3.2433 -0.5636 1.1741
H 3.8504 0.0406 -0.4463

The calculation puts the LUMO energy (alpha / beta) at -0.689 / -1.134 eV. As for the total charge: 0. Its gap between HOMO and LUMO (alpha / beta) is 8.529 / 6.447 eV.

---

Version B
Here is C6H7N3O in the gas phase from OMol25. Energies are from ωB97M-V with the def2-TZVPD basis set.

Element x y z (Å)
C 1.2750 0.1918 0.8887
C 0.0004 -0.2159 0.1061
C -0.6941 -1.4856 0.6007
C -0.8254 1.0593 -0.1017
C -1.1868 1.8889 0.9926
N -1.2472 2.4964 1.9569
N -0.8175 1.4888 -1.3562
C -0.2383 0.5354 -2.1026
N 0.3397 -0.4258 -1.4181
O 1.0087 -1.4109 -1.7469
H 1.9204 -0.7520 0.9181
H 1.1906 0.4679 2.0439
H 1.8608 0.8822 0.2487
H -0.9286 -2.0703 -0.2893
H -1.6569 -1.2893 1.1064
H 0.0161 -1.9974 1.2696
H -0.0168 0.6364 -3.1168

As for the SMILES: CC1(C)C(C#N)=NC=[N+]1[O-]. The calculation puts the LUMO energy (alpha / beta) at -1.111 / -1.111 eV. As for the total charge: 0. Its gap between HOMO and LUMO (alpha / beta) is 7.856 / 7.855 eV.

---

Version C
Here is C6H7N3O in the gas phase from OMol25. Energies are from ωB97M-V with the def2-TZVPD basis set.

Element x y z (Å)
C 2.6960 -0.4525 -1.0440
C 1.6627 0.4016 -1.3750
C -2.0368 -0.6885 0.5859
C -1.6924 -0.5199 -0.6498
C -1.4538 0.1409 1.7305
C -0.3141 1.1008 -0.0948
N 2.4973 -0.8718 0.1997
N 1.3948 -0.4222 0.6797
N 0.8190 0.3811 -0.2685
O -0.8746 1.3269 1.0969
H 3.5506 -0.7955 -1.4976
H 1.5376 0.8923 -2.2576
H -2.7339 -1.2859 0.9799
H -1.7289 -0.9892 -1.6172
H -2.1224 0.5539 2.3627
H -0.6565 -0.6030 2.0494
H -0.5447 1.8310 -0.8802

The calculation puts the LUMO energy (alpha / beta) at 0.576 / 0.576 eV. As for the total charge: 0. Its gap between HOMO and LUMO (alpha / beta) is 8.903 / 8.904 eV.

---

Quick one: most stable of them? version B